A cluster of 10 separate species, C54H132N8O2 in total. Source: OMol25; level of theory: wB97M-V/def2-TZVPD.

ORCA input file:
```
! wB97M-V def2-TZVPD RIJCOSX def2/J DEFGRID3
* xyz 0 1
C 1.57348 8.50630 2.44688
C 2.58518 7.71154 1.56985
N 4.00946 7.83344 2.07069
C 4.95141 7.33180 1.09227
C 4.89541 7.96561 -0.28458
C 4.27454 7.06447 3.29103
C 5.49976 7.56756 4.03461
H 1.81969 9.56813 2.44318
H 1.61762 8.09476 3.45523
H 0.61820 8.27398 1.97619
H 2.23117 6.68157 1.52578
H 2.50764 8.27247 0.63848
H 5.91939 7.55612 1.54039
H 4.87887 6.25250 0.95828
H 4.93940 9.04968 -0.17995
H 5.76996 7.71479 -0.88489
H 3.99139 7.69223 -0.82873
H 4.48824 6.01055 3.11305
H 3.40096 7.04998 3.94277
H 6.42021 7.35429 3.49112
H 5.57737 7.10203 5.01714
H 5.38331 8.64089 4.18460
C -4.91561 -0.15827 -5.90542
C -5.37740 1.00653 -6.72216
N -4.29983 1.57265 -7.60283
C -3.26046 2.15177 -6.79602
C -1.98867 2.44919 -7.61757
C -4.86534 2.54190 -8.49124
C -5.75035 1.82985 -9.50266
H -5.72558 -0.64511 -5.36224
H -4.24254 0.09579 -5.08656
H -4.52269 -0.96113 -6.52921
H -6.15426 0.61023 -7.37601
H -5.85648 1.83653 -6.20285
H -3.67187 3.05829 -6.35208
H -2.93795 1.47962 -6.00086
H -1.17148 2.66155 -6.92823
H -1.74354 1.51670 -8.12598
H -2.05423 3.20451 -8.40072
H -4.03709 2.99673 -9.03459
H -5.43883 3.31054 -7.97317
H -6.05682 2.55275 -10.25870
H -6.70261 1.45550 -9.12694
H -5.14782 1.03781 -9.94731
C -6.34642 -4.88907 -1.14260
C -6.14323 -6.33398 -0.60502
N -6.54692 -6.55972 0.77621
C -6.82441 -7.99322 0.92091
C -8.06581 -8.50191 0.21645
C -5.52405 -6.11136 1.73930
C -6.09045 -6.11010 3.17849
H -5.73492 -4.17158 -0.59546
H -7.38315 -4.58380 -1.00080
H -5.95737 -4.77839 -2.15477
H -6.71350 -6.98302 -1.26958
H -5.08561 -6.58864 -0.67344
H -6.01676 -8.58966 0.49657
H -7.02119 -8.24840 1.96219
H -7.83525 -8.71113 -0.82814
H -8.28267 -9.46693 0.67449
H -8.97499 -7.90299 0.26919
H -5.29333 -5.08270 1.46233
H -4.67992 -6.79541 1.65205
H -5.38101 -5.59365 3.82508
H -6.30358 -7.08697 3.61256
H -7.05490 -5.60742 3.25101
C -4.11003 4.01327 -2.20738
C -2.65027 4.19906 -2.03663
N -2.09349 5.29196 -2.83762
C -0.62451 5.35670 -2.64738
C 0.02034 6.28995 -3.71576
C -2.76646 6.60218 -2.71600
C -2.58710 7.23237 -1.36417
H -4.48488 4.07499 -3.22904
H -4.59888 4.83382 -1.68218
H -4.39520 3.02864 -1.83687
H -2.48092 4.43422 -0.98586
H -2.13060 3.29741 -2.36075
H -0.17618 4.36643 -2.72781
H -0.36367 5.64049 -1.62780
H -0.53266 6.23853 -4.65366
H 1.06755 6.00280 -3.81059
H 0.03736 7.35309 -3.47587
H -2.40113 7.23592 -3.52409
H -3.82706 6.46473 -2.92653
H -1.52699 7.44440 -1.22519
H -3.09313 8.19770 -1.37644
H -3.05632 6.61668 -0.59680
C -0.59048 -1.69148 3.81444
C 0.38531 -1.09811 2.81260
N -0.19995 -0.54604 1.60000
C -0.59679 -1.65615 0.73010
C -1.63739 -1.39708 -0.37646
C 0.67677 0.38567 0.92236
C 0.92450 1.69321 1.65345
H -1.25775 -0.90972 4.17735
H -0.05863 -1.99086 4.71755
H -1.15238 -2.51908 3.38149
H 0.92811 -0.34067 3.37807
H 1.11485 -1.84962 2.51075
H 0.24020 -2.16370 0.25059
H -1.13549 -2.41436 1.29845
H -2.48609 -0.87171 0.06149
H -1.22160 -0.76478 -1.16095
H -2.00087 -2.32034 -0.82765
H 0.26632 0.65791 -0.05002
H 1.60524 -0.14370 0.70834
H 0.01349 2.29166 1.64851
H 1.66100 2.27456 1.09874
H 1.26366 1.59633 2.68480
C 4.64747 2.34864 -3.02922
C 3.78336 1.45270 -3.94449
N 3.36321 0.13379 -3.38887
C 4.51757 -0.75081 -3.24285
C 4.10219 -2.05083 -2.48018
C 2.25564 -0.50496 -4.14055
C 2.54786 -0.86801 -5.60479
H 4.25221 2.40385 -2.01491
H 4.71288 3.36178 -3.42591
H 5.66593 1.96215 -2.99066
H 2.86176 1.94754 -4.25090
H 4.28708 1.40065 -4.90971
H 4.85614 -0.97059 -4.25536
H 5.32579 -0.25767 -2.70277
H 3.35687 -2.67493 -2.97322
H 4.98905 -2.67449 -2.36784
H 3.72969 -1.89285 -1.46806
H 1.40099 0.17042 -4.10139
H 1.90850 -1.39073 -3.60856
H 3.02366 -0.04204 -6.13348
H 1.69082 -1.14450 -6.21890
H 3.32236 -1.62979 -5.69381
C 3.53346 -7.95255 -1.07472
C 3.06446 -7.49228 0.27186
N 1.93751 -8.32572 0.70676
C 1.50763 -8.02731 2.06803
C 2.62601 -8.41328 3.05339
C 0.81859 -8.38454 -0.23045
C 0.27073 -7.04180 -0.67551
H 3.73760 -9.01895 -0.97876
H 4.45430 -7.43677 -1.34701
H 2.83003 -7.83505 -1.89902
H 3.89939 -7.56559 0.96873
H 2.74712 -6.45875 0.13325
H 1.12306 -7.01355 2.17985
H 0.68133 -8.70092 2.29513
H 2.25920 -8.62568 4.05760
H 3.11927 -9.31926 2.70125
H 3.33670 -7.58791 3.09563
H -0.04227 -8.85594 0.24368
H 1.09496 -8.94293 -1.12483
H -0.60897 -7.13976 -1.31161
H 1.05475 -6.56200 -1.26134
H -0.08093 -6.46399 0.17922
C 7.84028 -2.09275 2.12045
C 8.08029 -0.92399 3.10608
N 6.95334 -0.04846 3.22943
C 6.88932 1.04164 2.25630
C 7.98369 2.06625 2.57759
C 5.65639 -0.72244 3.48280
C 5.60914 -1.82329 4.62992
H 7.05915 -2.80879 2.37585
H 8.77383 -2.59525 1.86731
H 7.66065 -1.64795 1.14169
H 8.34346 -1.34383 4.07694
H 8.94912 -0.32996 2.82261
H 5.95032 1.56772 2.42838
H 6.98874 0.73405 1.21534
H 8.97823 1.70870 2.31084
H 8.07540 2.28149 3.64219
H 7.66834 3.00742 2.12721
H 5.09177 0.08401 3.95074
H 5.18178 -1.05656 2.56019
H 4.61907 -2.19235 4.89761
H 6.22266 -2.70706 4.45483
H 6.01836 -1.40691 5.55039
C -2.39432 1.61949 8.79273
C -2.65969 0.39260 9.72211
C -3.50315 0.56053 11.00621
O -2.29216 -0.72649 9.39806
H -3.33099 1.82471 8.27443
H -1.64192 1.29867 8.07227
H -2.04088 2.53569 9.26575
H -4.22771 1.36359 10.87132
H -2.86996 0.76042 11.87063
H -4.02854 -0.35684 11.27173
C -4.19989 1.80467 2.74718
C -5.28708 0.71758 2.51966
C -5.07188 -0.64109 3.24516
O -6.28173 0.97561 1.79072
H -4.52606 2.68864 2.19917
H -3.23746 1.47251 2.35795
H -4.12695 2.02934 3.81128
H -5.78427 -1.41511 2.95969
H -5.15258 -0.56946 4.32981
H -4.04010 -0.93824 3.05747
*
```



A cluster of 5 separate species, CH12O5 in total. Source: OMol25; level of theory: wB97M-V/def2-TZVPD.

ORCA input file:
```
! wB97M-V def2-TZVPD RIJCOSX def2/J DEFGRID3
* xyz -1 2
C 1.72748 -1.32089 -1.00171
O 0.52317 -0.53469 -0.87586
H 1.42192 -2.31810 -0.53464
H 2.06160 -1.44893 -2.03029
H 2.46744 -0.97089 -0.31041
H -0.31113 -1.17200 -0.88734
H 0.10882 -1.40475 1.48441
H -0.54506 -0.02210 1.79622
O -0.51230 -0.90073 2.09629
H -2.54644 -0.64980 0.73827
H -3.33360 -0.68916 -0.64180
O -2.92932 -1.23223 0.02338
H 2.46055 1.54451 -0.05931
H 1.18922 2.12743 -0.54058
O 1.95493 2.34510 -0.05643
H -1.59509 2.83600 0.56637
H -0.64618 1.89523 -0.13413
O -1.49600 1.91600 0.36756
*
```

Results
<S²>: 0.75



An isolated molecule of C4H7N3. Source: OMol25; level of theory: wB97M-V/def2-TZVPD.

ORCA input file:
```
! wB97M-V def2-TZVPD RIJCOSX def2/J DEFGRID3
* xyz 0 1
C 0.17541 -0.02634 -0.62083
C 0.20306 -0.23001 0.76551
C -0.97060 -0.40162 -1.53656
C 1.44815 -0.17710 1.58817
N -0.57016 1.48263 -0.19536
N -1.89760 1.30308 -0.28863
N -1.94367 0.74233 -1.44058
H 1.10030 0.25060 -1.10990
H -0.68304 -0.64352 1.24031
H -1.53170 -1.30096 -1.26391
H -0.64600 -0.49336 -2.57263
H 2.29233 0.19610 1.00816
H 1.70520 -1.17191 1.96698
H 1.31832 0.47008 2.45929
*
```



An isolated molecule of C5H6F2. Source: OMol25; level of theory: wB97M-V/def2-TZVPD.

ORCA input file:
```
! wB97M-V def2-TZVPD RIJCOSX def2/J DEFGRID3
* xyz 0 1
C -0.88081 -0.79504 0.15540
C -0.31801 -1.74416 -0.53262
C -0.40296 0.34958 0.84318
C -2.25023 -0.28647 -0.14446
C 0.58957 1.08764 0.05894
F -2.96594 0.19543 0.90303
F -2.34307 0.59837 -1.13122
H -0.87905 -2.11360 -1.41337
H 0.74589 -1.69378 -0.51915
H -0.87345 0.78766 1.63808
H 0.43273 2.17263 0.14531
H 0.56651 0.78196 -0.96539
H 1.60273 0.82206 0.45302
*
```



Calculated energy above the lowest of the compared OMol25 structures with the same formula, charge and spin, 94.78; 69.04; 601.05; 321.35 kJ/mol (same order as the records).